(1)
{"formula": "C40H36N9O2SW", "method": "wB97M-V/def2-TZVPD", "gap_ev": 5.191, "de_lowest_kcal_mol": 44.2, "charge": 3, "e_tot_ha": -2653.4947, "largest_force_ev_per_a": 4.43, "homo_energy_ha": -0.5734, "species": ["W", "S", "O", "O", "N", "N", "N", "N", "N", "N", "N", "N", "N", "C", "C", "C", "C", "C", "C", "C", "C", "C", "C", "C", "C", "C", "C", "C", "C", "C", "C", "C", "C", "C", "C", "C", "C", "C", "C", "C", "C", "C", "C", "C", "C", "C", "C", "C", "C", "C", "C", "C", "C", "H", "H", "H", "H", "H", "H", "H", "H", "H", "H", "H", "H", "H", "H", "H", "H", "H", "H", "H", "H", "H", "H", "H", "H", "H", "H", "H", "H", "H", "H", "H", "H", "H", "H", "H", "H"], "coordinates": [[-0.11041, -0.18072, 0.33555], [-0.19463, 2.51453, 1.10482], [2.11558, 0.44447, 3.84876], [2.58529, 2.03960, -3.02170], [-1.79761, 4.09808, -0.26609], [-1.31534, 2.12208, -1.29680], [0.98067, -1.19407, -1.55285], [0.59329, 1.34055, -2.33105], [1.40096, -1.93377, 0.96872], [0.37201, -0.07025, 2.54655], [-1.94825, 0.25453, 0.89494], [-0.43695, 1.04912, -1.40098], [1.82256, 0.73328, 0.28629], [0.38292, -2.83996, 0.86941], [0.82888, -2.54881, -3.97574], [-1.73298, 3.38560, -4.04821], [-2.38510, -2.25582, 6.07895], [2.01454, -1.91159, -2.00089], [4.40490, 1.85056, 0.68492], [0.30243, 1.95396, -3.64793], [-0.17112, -0.05040, 3.93832], [-0.45168, 3.25306, -3.51735], [-1.78607, -4.49071, 0.60926], [-1.17505, -1.10801, 4.34546], [-1.11002, -0.23365, -1.64812], [1.61421, 0.33341, 2.64537], [0.16109, 4.34722, -2.90486], [-0.60514, -5.03838, 1.03579], [3.81109, 1.89702, -0.54879], [2.42887, 0.76388, 1.51519], [-1.30843, -1.47974, 5.68136], [1.73817, 2.13931, -4.17071], [2.83414, -3.72455, 1.64445], [-1.77382, 5.68565, -3.37286], [-1.89470, -3.12130, 0.28097], [-2.39256, 4.59696, -3.97405], [-0.82794, -2.25704, 0.41602], [1.89333, 1.57789, -1.98913], [1.11678, 0.02674, 4.78740], [-0.49736, 5.55885, -2.83271], [-3.33995, -2.67123, 5.15941], [2.59003, -2.37913, 1.34218], [-2.11091, -1.57133, 3.42306], [-1.16534, 2.93620, -0.28704], [-3.18796, -2.33872, 3.82232], [0.53447, -4.21726, 1.16856], [1.81646, -4.64543, 1.56874], [3.68370, 1.29121, 1.75114], [-0.25355, -1.80474, -3.52424], [-2.51516, -0.13868, -2.20982], [2.50782, 1.37409, -0.73976], [1.98345, -2.59433, -3.20630], [-0.13764, -1.12881, -2.31566], [-0.71423, 0.90748, 4.01363], [5.38727, 2.25936, 0.84867], [-3.92257, -2.65832, 3.09889], [0.77845, -3.06937, -4.91970], [-2.66561, -5.11225, 0.52652], [-2.36653, 4.38737, -1.04864], [-1.70988, 4.70362, 0.53514], [-2.49764, -2.52117, 7.11771], [3.40813, -1.66917, 1.39633], [-0.26147, 1.24057, -4.25451], [-2.26864, 6.64262, -3.35445], [-3.11908, 0.58042, -1.65903], [-2.49386, 0.19838, -3.24639], [2.89367, -1.94976, -1.37251], [-2.86106, -2.77289, -0.06365], [1.42156, -0.94507, 5.18872], [1.99257, -5.68499, 1.80136], [-2.22012, 0.92292, 1.61951], [-4.19316, -3.25056, 5.47447], [-0.52656, -6.08960, 1.27329], [-0.60664, -1.13301, 6.42188], [-2.82677, -0.10357, 0.52206], [-1.16709, -1.75926, -4.09264], [2.03273, 1.36099, -4.88125], [4.29716, 2.36430, -1.39151], [4.08382, 1.28557, 2.75284], [1.16161, 4.25952, -2.50551], [-3.37498, 4.69604, -4.40862], [-0.00661, 6.40746, -2.38181], [2.84876, -3.14362, -3.54082], [-3.00422, -1.11022, -2.18145], [-2.20577, 2.55080, -4.54018], [1.09236, 0.76174, 5.59262], [-2.00323, -1.29132, 2.38458], [3.82834, -4.02042, 1.93778], [1.89729, 3.11598, -4.63361]]}

(2)
{"formula": "C40H37AsBIN11S3Sr", "method": "wB97M-V/def2-TZVPD", "gap_ev": 5.727, "de_lowest_kcal_mol": 43.9, "charge": -1, "e_tot_ha": -5932.6628, "largest_force_ev_per_a": 1.82, "homo_energy_ha": -0.1449, "species": ["I", "Sr", "As", "S", "S", "S", "N", "N", "N", "N", "N", "N", "N", "N", "N", "N", "N", "C", "C", "C", "C", "C", "C", "C", "C", "C", "C", "C", "C", "C", "C", "C", "C", "C", "C", "C", "C", "C", "C", "C", "C", "C", "C", "C", "C", "C", "C", "C", "C", "C", "C", "C", "C", "C", "C", "C", "C", "B", "H", "H", "H", "H", "H", "H", "H", "H", "H", "H", "H", "H", "H", "H", "H", "H", "H", "H", "H", "H", "H", "H", "H", "H", "H", "H", "H", "H", "H", "H", "H", "H", "H", "H", "H", "H", "H"], "coordinates": [[2.42902, 6.31839, -4.41179], [0.43500, 0.81508, 1.46870], [-1.31578, -1.58049, -0.03951], [-1.49746, 2.33830, -1.04633], [2.64841, -1.00406, 2.24426], [1.88808, -0.06584, -0.95524], [-1.33366, 2.49408, 2.26715], [-0.91734, -0.36348, 3.41256], [0.11003, 0.26050, 4.07100], [1.72907, 2.24172, 3.38023], [4.79328, -1.70131, -2.42698], [0.36046, 1.97306, -2.89881], [1.82633, 2.88891, 2.18252], [2.54643, 3.48621, -1.18870], [-0.84995, 2.63378, 3.53417], [-1.79874, 1.98512, -3.65715], [5.64725, -2.85497, 1.22905], [-0.93421, 2.07418, -2.62458], [-1.55926, -3.13180, -2.57766], [4.14393, -1.39300, -1.52368], [-5.43704, -2.74927, 1.99935], [-2.51540, 4.06888, 3.36077], [0.89672, 1.56077, -4.18590], [-4.86338, -1.50555, 2.21216], [-0.25061, -3.16151, 0.38658], [2.22513, 4.46216, -2.03013], [0.88048, -3.44935, -0.37500], [-3.36316, -1.33398, -3.67876], [2.90129, 2.31854, 4.04185], [-1.10459, -1.51623, 4.02561], [-1.54238, 3.56784, 4.20067], [4.21198, 4.11152, -3.31999], [1.51367, -5.17955, 1.16864], [1.75412, -4.45566, 0.00987], [-3.00139, -2.11365, 0.80185], [3.06251, 3.34833, 2.11431], [-2.33047, 3.36014, 2.16759], [0.38648, -4.90599, 1.92777], [0.52475, -0.52356, 5.09250], [-1.43671, 1.50624, -4.98619], [-3.59128, -3.35666, 0.58198], [-2.99740, -2.46826, -4.39275], [-0.14078, 0.71923, -4.90699], [-3.64879, -1.18815, 1.61281], [3.68210, 2.82139, -1.38461], [3.56510, -1.36903, 0.82633], [-0.49156, -3.90455, 1.53843], [-2.09159, -3.36173, -3.84166], [-4.80020, -3.67559, 1.18081], [3.02922, 4.80263, -3.10855], [3.28627, -0.98611, -0.45489], [-0.22119, -1.67722, 5.09992], [-1.91593, -1.99462, -1.86186], [-2.81399, -1.09209, -2.42843], [3.79339, 3.02332, 3.26571], [4.72252, -2.19396, 1.03992], [4.54664, 3.10074, -2.43467], [0.36336, 1.84907, 4.10221], [-0.86969, -3.84918, -2.15164], [-1.85968, -2.19511, 3.66070], [1.10727, -2.85463, -1.24990], [4.82211, 3.24948, 3.48504], [3.37901, 3.88150, 1.23323], [-5.24863, -4.64657, 1.00900], [-1.80071, -4.24925, -4.39001], [4.85097, 4.35170, -4.15941], [-3.42032, -2.65517, -5.37234], [1.16234, 2.44058, -4.78314], [0.19739, -5.45871, 2.84000], [0.47286, 2.16381, 5.25245], [3.01601, 1.86213, 5.01087], [2.21517, -5.94051, 1.48637], [-2.87235, 3.44025, 1.23757], [1.79879, 0.98375, -3.98391], [-1.32930, 2.34946, -5.67723], [-3.24349, 4.83071, 3.57688], [-3.19524, -0.21975, 1.79379], [3.88549, 2.01427, -0.69007], [1.28147, 4.96614, -1.85093], [0.98254, 1.94503, -2.10030], [-5.35548, -0.77930, 2.84716], [1.32997, -0.20326, 5.73271], [-1.28920, 3.80706, 5.21966], [-0.13031, -2.51877, 5.76390], [-1.35923, -3.69512, 2.15074], [-0.30263, -0.20346, -4.34219], [-3.08752, -0.19741, -1.87690], [0.20304, 0.45838, -5.90765], [-2.24560, 0.87254, -5.34793], [2.64374, -4.64669, -0.57759], [-6.38111, -2.99954, 2.46766], [-4.08074, -0.63755, -4.09831], [-2.76684, 2.01924, -3.39140], [5.45026, 2.52099, -2.56444], [-3.09917, -4.07996, -0.05890]]}

(3)
{"formula": "C40H37BN12O2STeW", "method": "wB97M-V/def2-TZVPD", "gap_ev": [3.960, 3.950], "de_lowest_kcal_mol": 55.5, "charge": 3, "e_tot_ha": -3111.3205, "largest_force_ev_per_a": 2.91, "multiplicity": 2, "homo_energy_ha": [-0.5753, -0.5753], "species": ["W", "Te", "S", "O", "O", "N", "N", "N", "N", "N", "N", "N", "N", "N", "N", "N", "N", "C", "C", "C", "C", "C", "C", "C", "C", "C", "C", "C", "C", "C", "C", "C", "C", "C", "C", "C", "C", "C", "C", "C", "C", "C", "C", "C", "C", "C", "C", "C", "C", "C", "C", "C", "C", "C", "C", "C", "C", "B", "H", "H", "H", "H", "H", "H", "H", "H", "H", "H", "H", "H", "H", "H", "H", "H", "H", "H", "H", "H", "H", "H", "H", "H", "H", "H", "H", "H", "H", "H", "H", "H", "H", "H", "H", "H", "H"], "coordinates": [[-0.28246, 0.15717, -0.44713], [0.83458, 2.77522, -0.82679], [2.93518, 2.11762, -3.33258], [-1.09751, 0.75102, -2.02308], [0.58117, -1.42580, 0.14693], [0.20561, 0.58308, 4.98294], [-1.61251, -1.63656, -1.64298], [1.19154, 0.85467, 1.13186], [-1.58883, -0.87267, 1.18410], [-1.61287, 1.67527, 0.53106], [1.07071, -0.63886, -1.98297], [1.98206, -1.59128, -1.58252], [0.76669, 1.30706, 2.32299], [-1.57385, 1.88650, 1.88054], [-0.80820, 1.17515, 4.24909], [-6.01185, -0.62924, -3.04098], [-0.99048, -0.47354, 2.36216], [0.17787, 0.31253, -5.39409], [1.09214, -0.41928, -3.25693], [4.06338, -4.56174, 1.91566], [-2.01693, 1.25106, -5.49936], [3.45000, -3.67322, -0.23152], [3.42318, 0.83068, -0.12351], [2.24351, 3.18290, -2.16651], [2.26980, -2.97276, 1.76881], [-3.18712, -2.74720, -3.64495], [0.78715, 0.27711, 7.35367], [-1.89447, -3.18755, -3.43066], [-2.81070, -3.08560, 0.53467], [-2.53504, 2.56091, 0.02519], [-2.97274, 2.70313, -1.39231], [-1.04530, 0.77992, -3.37382], [-1.60960, -2.56047, 2.65999], [-0.87351, 0.79065, -6.14834], [-3.67983, -1.74109, -2.82191], [-1.13907, -2.60135, -2.42973], [2.53668, 1.14469, 1.04099], [-0.08103, 0.81198, 6.24988], [-1.98408, -2.17059, 1.38886], [1.67201, -1.98235, -0.40613], [2.82010, 4.46474, -2.23296], [-2.41196, 2.86222, 2.19582], [-3.04695, 3.31040, 1.05707], [3.07953, -3.79778, 2.53237], [4.24355, -4.50361, 0.53629], [-4.99464, -1.16478, -2.97069], [-1.28062, 1.54759, 6.37300], [-2.10753, 1.25711, -4.10977], [-1.71173, 1.75177, 5.10104], [2.46359, -2.90614, 0.38732], [2.92510, 1.77698, 2.20737], [1.78376, 1.85959, 2.98472], [3.78587, 4.55239, -3.22573], [0.09520, 0.28542, -3.99555], [3.95490, 3.35115, -3.89748], [-2.86533, -1.23148, -1.83112], [-0.98950, -1.47276, 3.23231], [-0.68084, 1.00135, 2.76614], [-3.69850, 3.51169, -1.44768], [-3.80165, -3.16715, -4.43141], [1.64461, 2.26737, 3.97448], [1.84341, 0.37775, 7.10996], [0.58699, 0.79569, 8.28864], [4.64087, 3.15110, -4.71605], [1.88888, -0.91981, -3.80020], [-0.12341, -2.93090, -2.24147], [3.58311, -3.62264, -1.30648], [5.00948, -5.10664, 0.06432], [-3.79034, 4.09078, 0.98580], [-1.81015, -3.51876, 3.11901], [-3.61422, -2.57338, 0.01945], [-3.24295, -0.46559, -1.17214], [-2.85948, 1.61388, -6.07778], [-2.99673, 1.63055, -3.62863], [4.69796, -5.20567, 2.51315], [1.07899, -0.05874, -5.87436], [3.91749, 2.12707, 2.45698], [4.10740, 0.01779, 0.12965], [-2.62341, 2.22745, 4.78064], [-0.81667, 0.79430, -7.22886], [1.50266, -2.37066, 2.23702], [4.35100, 5.44872, -3.44972], [-2.50401, 3.22346, 3.20355], [-2.21398, -3.64330, -0.18352], [2.87972, 0.53656, -1.00920], [2.54340, 5.28486, -1.57824], [4.03269, 1.70389, -0.36756], [-2.15709, 2.94502, -2.06681], [-1.75276, 1.88544, 7.28373], [0.58731, -0.78254, 7.51653], [-3.27001, -3.81405, 1.19940], [-3.46345, 1.79914, -1.74057], [-1.46571, -3.97812, -4.03147], [-0.57941, -1.33352, 4.22266], [2.95023, -3.84231, 3.60641]]}